Formula: C39H105Br2Cl2N9O9
Source: the Open Molecules 2025 dataset
Level of theory: ωB97M-V/def2-TZVPD

Bonds (Å) are listed after each position.
Element x y z (Å)
1 H -28.9937 -25.9782 -5.7628  C42 1.092
2 H -27.5301 -17.7036 -1.9774  C90 1.096
3 H -36.5111 -20.4156 -4.9171  C27 1.092
4 H -36.9319 -26.4221 -3.0362  C118 1.095
5 Cl -34.5662 -19.7720 -7.6174  C158 1.769
6 H -27.4732 -23.1737 -9.0840  C68 1.100
7 H -39.8508 -26.2220 -2.4262  C154 1.092
8 C -35.4693 -22.3204 -5.1658  C27 1.531, C97 1.506, H100 1.097, N112 1.494
9 H -24.8597 -24.2307 -7.8822  C58 1.098
10 C -32.6947 -22.9558 -5.6238  H17 1.089, O34 1.409, H119 1.100, H162 1.092
11 Br -33.9000 -26.0435 0.1912  C123 1.956
12 N -29.8832 -21.5598 -9.6602  C37 1.472, H92 1.018, H130 1.019
13 C -27.4040 -23.4531 -7.0138  H32 1.101, C68 1.527, H77 1.100, O143 1.401
14 H -38.2221 -23.8860 -9.8609  C46 1.097
15 H -35.0766 -24.2653 -5.4530  N112 1.019
16 H -41.1221 -22.7406 -12.6787  C95 1.090
17 H -33.3609 -23.1830 -6.4543  C10 1.089
18 N -31.1296 -21.1532 -3.1909  H89 1.017, H102 1.008, C120 1.466
19 H -26.0337 -25.2769 -8.5016  C58 1.091
20 H -37.5372 -25.9389 -5.5078  C40 1.104
21 C -30.9453 -18.7343 -6.2146  O55 1.432, H67 1.096, H142 1.096, C152 1.510
22 H -32.7563 -26.1696 -9.9524  C105 1.094
23 H -30.9029 -15.7039 -4.9997  C144 1.089
24 H -32.0969 -21.0341 -8.1468  C69 1.097
25 H -31.3797 -22.8896 -10.4231  C37 1.102
26 H -33.0804 -22.2578 -8.6943  C69 1.100
27 C -36.7248 -21.4864 -4.8996  H3 1.092, C8 1.531, H60 1.087, H82 1.094
28 H -34.2345 -24.9369 -2.0369  C123 1.089
29 H -31.6298 -24.7696 -3.2224  C156 1.091
30 O -27.9235 -24.9154 -0.6134  C83 1.434, C108 1.411
31 C -34.1190 -25.4465 -8.3782  C105 1.523, C139 1.527, H151 1.092, N164 1.484
32 H -26.6646 -23.3841 -6.2010  C13 1.101
33 H -29.8300 -24.1524 -8.8623  C84 1.089
34 O -33.2909 -23.1220 -4.3576  C10 1.409, C97 1.418
35 H -29.0005 -20.2727 -1.8037  C136 1.097
36 C -28.7357 -18.7270 -7.4677  H65 1.089, H81 1.096, C152 1.521, H166 1.088
37 C -31.0416 -22.4475 -9.4717  N12 1.472, H25 1.102, C69 1.513, C84 1.512
38 H -28.3962 -26.1641 -2.1930  C83 1.094
39 C -33.9207 -21.1695 -10.6768  O86 1.412, H113 1.089, H135 1.089, H161 1.099
40 C -38.1560 -26.5512 -4.8288  H20 1.104, O75 1.416, C118 1.520, H132 1.096
41 C -38.8886 -22.5593 -11.3766  C46 1.516, O74 1.405, H110 1.102, H122 1.101
42 C -28.7198 -24.9210 -5.7748  H1 1.092, H93 1.098, H141 1.090, O143 1.414
43 H -34.4078 -26.9579 -9.8350  C105 1.098
44 H -26.3485 -26.1611 -1.2235  C108 1.093
45 H -38.4862 -26.6895 -1.3792  C154 1.092
46 C -37.8991 -22.9289 -10.2895  H14 1.097, C41 1.516, N88 1.469, C124 1.530
47 H -36.4991 -23.7800 -11.5664  N88 1.013
48 H -36.3114 -23.7494 -6.3378  N112 1.017
49 C -30.0257 -24.7509 -1.7793  H71 1.096, N76 1.472, C83 1.516, C156 1.523
50 H -28.7059 -23.1804 -2.0021  N76 1.016
51 H -35.9142 -27.7844 -5.2714  C114 1.095
52 H -29.4406 -16.8079 -4.9406  C144 1.090
53 Br -34.4872 -22.5314 -0.1532  C64 1.969
54 H -34.1352 -27.2661 -7.1831  C139 1.092
55 O -30.9956 -17.3032 -6.2099  C21 1.432, C144 1.428
56 H -37.2462 -24.2149 -3.8696  N131 1.023
57 H -35.6220 -25.8911 -1.6290  C123 1.091
58 C -25.6458 -24.2679 -8.6475  H9 1.098, H19 1.091, C68 1.508, H111 1.088
59 H -29.0382 -19.0184 -5.3687  C152 1.094
60 H -37.4896 -21.7507 -5.6256  C27 1.087
61 H -31.4418 -19.3384 -0.3739  C128 1.095
62 Cl -35.4103 -17.1384 -8.5902  C158 1.764
63 H -29.2512 -19.3105 -3.3479  C136 1.094
64 C -35.6992 -23.9732 -0.7263  Br53 1.969, H70 1.085, H107 1.087, C123 1.502
65 H -29.2537 -18.8132 -8.4217  C36 1.089
66 H -25.7878 -21.6160 -9.2351  N134 1.017
67 H -31.5478 -18.9412 -7.1069  C21 1.096
68 C -26.6725 -23.2093 -8.3313  H6 1.100, C13 1.527, C58 1.508, N134 1.468
69 C -32.2472 -21.6355 -9.0521  H24 1.097, H26 1.100, C37 1.513, O86 1.413
70 H -36.2643 -24.2240 0.1652  C64 1.085
71 H -30.5613 -24.3436 -0.9145  C49 1.096
72 H -31.5360 -24.2561 -8.3637  C84 1.091
73 H -31.5963 -26.2366 -2.1984  C156 1.093
74 O -40.1843 -22.7186 -10.8566  C41 1.405, C95 1.421
75 O -37.9602 -27.9249 -5.1105  C40 1.416, C114 1.407
76 N -29.4515 -23.6228 -2.5312  C49 1.472, H50 1.016, H138 1.026
77 H -28.1062 -22.6209 -6.8591  C13 1.100
78 H -33.7830 -25.8689 -6.2148  C139 1.091
79 H -34.8723 -22.7307 -3.1658  C97 1.091
80 H -27.0380 -26.5055 0.3774  C108 1.096
81 H -28.6417 -17.6495 -7.2884  C36 1.096
82 H -37.0923 -21.6903 -3.8891  C27 1.094
83 C -28.8941 -25.6657 -1.3555  O30 1.434, H38 1.094, C49 1.516, H117 1.100
84 C -30.6953 -23.5806 -8.5317  H33 1.089, C37 1.512, H72 1.091, H94 1.094
85 H -30.4429 -26.0522 -3.4670  C156 1.095
86 O -32.6677 -20.8209 -10.1269  C39 1.412, C69 1.413
87 H -36.4436 -28.4974 -3.7039  C114 1.096
88 N -36.5559 -23.0435 -10.8737  C46 1.469, H47 1.013, H99 1.009
89 H -30.7075 -21.0363 -4.1093  N18 1.017
90 C -28.2189 -17.9632 -1.1652  H2 1.096, H129 1.092, H137 1.096, O160 1.400
91 H -33.4179 -17.7077 -7.5703  C158 1.087
92 H -29.1500 -22.1154 -10.0959  N12 1.018
93 H -29.6837 -24.3956 -5.7769  C42 1.098
94 H -30.4895 -23.1951 -7.5285  C84 1.094
95 C -41.1451 -22.1709 -11.7491  H16 1.090, O74 1.421, H109 1.096, H121 1.088
96 H -26.7297 -21.1611 -8.0565  N134 1.017
97 C -34.4287 -22.3245 -4.0766  C8 1.506, O34 1.418, H79 1.091, H101 1.099
98 H -31.0255 -17.1962 -4.1366  C144 1.096
99 H -35.8634 -23.2553 -10.1705  N88 1.009
100 H -35.0638 -21.9621 -6.1199  C8 1.097
101 H -34.1143 -21.2988 -3.8390  C97 1.099
102 H -32.0615 -21.5345 -3.2375  N18 1.008
103 H -32.5462 -26.4258 -7.2667  C139 1.095
104 H -30.9976 -21.0383 -0.4968  C128 1.090
105 C -33.8234 -26.0321 -9.7528  H22 1.094, C31 1.523, H43 1.098, O145 1.419
106 H -26.0752 -25.0361 0.1390  C108 1.088
107 H -36.3404 -23.5876 -1.5153  C64 1.087
108 C -26.7904 -25.7080 -0.3320  O30 1.411, H44 1.093, H80 1.096, H106 1.088
109 H -40.9270 -21.1099 -11.9174  C95 1.096
110 H -38.6937 -23.1395 -12.2924  C41 1.102
111 H -25.1381 -24.1425 -9.6018  C58 1.088
112 N -35.9360 -23.7210 -5.3935  C8 1.494, H15 1.019, H48 1.017
113 H -34.7093 -21.1090 -9.9287  C39 1.089
114 C -36.6767 -28.3889 -4.7693  H51 1.095, O75 1.407, H87 1.096, H163 1.094
115 H -32.6485 -20.4013 -0.9232  C128 1.091
116 C -34.3054 -25.4930 -12.0277  H133 1.096, O145 1.403, H146 1.099, H148 1.087
117 H -29.2645 -26.4101 -0.6349  C83 1.100
118 C -37.9105 -26.0936 -3.4002  H4 1.095, C40 1.520, N131 1.456, C154 1.524
119 H -32.2166 -21.9688 -5.7065  C10 1.100
120 C -31.0293 -19.9456 -2.3650  N18 1.466, C128 1.519, C136 1.528, H140 1.100
121 H -42.1306 -22.1596 -11.2881  C95 1.088
122 H -38.7115 -21.5291 -11.7212  C41 1.101
123 C -34.9227 -25.1592 -1.2229  Br11 1.956, H28 1.089, H57 1.091, C64 1.502
124 C -37.8447 -21.8999 -9.1587  C46 1.530, H147 1.092, H149 1.087, H150 1.094
125 H -35.8767 -24.8976 -9.1123  N164 1.021
126 H -38.8653 -24.2923 -3.5048  N131 1.014
127 H -28.7646 -21.1573 -5.8935  N165 1.010
128 C -31.5702 -20.2440 -0.9768  H61 1.095, H104 1.090, H115 1.091, C120 1.519
129 H -28.2624 -17.0723 -0.5358  C90 1.092
130 H -30.1389 -20.8931 -10.3871  N12 1.019
131 N -37.9463 -24.6448 -3.2600  H56 1.023, C118 1.456, H126 1.014
132 H -39.1521 -26.2947 -5.2070  C40 1.096
133 H -35.0388 -26.2832 -12.2268  C116 1.096
134 N -26.0493 -21.8805 -8.2890  H66 1.017, C68 1.468, H96 1.017
135 H -34.1764 -20.5795 -11.5556  C39 1.089
136 C -29.5714 -19.4894 -2.3169  H35 1.097, H63 1.094, C120 1.528, O160 1.410
137 H -27.7652 -18.7480 -0.5493  C90 1.096
138 H -30.1731 -22.8978 -2.6145  N76 1.026
139 C -33.6318 -26.2969 -7.2072  C31 1.527, H54 1.092, H78 1.091, H103 1.095
140 H -31.6474 -19.1689 -2.8396  C120 1.100
141 H -28.1616 -24.6389 -4.8816  C42 1.090
142 H -31.5555 -19.1219 -5.3914  C21 1.096
143 O -28.0316 -24.7059 -6.9914  C13 1.401, C42 1.414
144 C -30.5263 -16.7258 -4.9915  H23 1.089, H52 1.090, O55 1.428, H98 1.096
145 O -34.3152 -25.0836 -10.6859  C105 1.419, C116 1.403
146 H -33.3339 -25.9372 -12.2840  C116 1.099
147 H -37.7179 -20.8944 -9.5657  C124 1.092
148 H -34.4594 -24.6361 -12.6779  C116 1.087
149 H -37.0893 -22.1527 -8.4185  C124 1.087
150 H -38.8534 -21.8689 -8.7374  C124 1.094
151 H -33.6657 -24.4554 -8.3051  C31 1.092
152 C -29.5417 -19.2836 -6.3035  C21 1.510, C36 1.521, H59 1.094, N165 1.471
153 H -29.7710 -21.1337 -7.1609  N165 1.019
154 C -38.8770 -26.7162 -2.3990  H7 1.092, H45 1.092, C118 1.524, H157 1.095
155 H -36.0434 -26.1281 -8.0837  N164 1.018
156 C -30.9867 -25.4836 -2.7053  H29 1.091, C49 1.523, H73 1.093, H85 1.095
157 H -39.0455 -27.7867 -2.5546  C154 1.095
158 C -34.0497 -18.2199 -8.2914  Cl5 1.769, Cl62 1.764, H91 1.087, H159 1.086
159 H -33.4665 -18.4128 -9.1869  C158 1.086
160 O -29.5189 -18.3022 -1.5579  C90 1.400, C136 1.410
161 H -33.8723 -22.1949 -11.0704  C39 1.099
162 H -31.8224 -23.6129 -5.6407  C10 1.092
163 H -36.6305 -29.4249 -5.1169  C114 1.094
164 N -35.5762 -25.2300 -8.1952  C31 1.484, H125 1.021, H155 1.018
165 N -29.6270 -20.7505 -6.2280  H127 1.010, C152 1.471, H153 1.019
166 H -27.7170 -19.1079 -7.4920  C36 1.088

Summary:
* molecular weight: 1075.04 g/mol
* spin multiplicity: 1
* strongest force on any atom: 1.8 eV/Å
* E_LUMO: 0.38 eV
* SMILES string: COC[C@H](C)N.COC[C@H](C)N.COC[C@H](C)N.COC[C@H](C)N.COC[C@H](C)N.COC[C@H](C)N.COC[C@H](C)N.COC[C@H](C)N.COC[C@H](C)N.BrCCBr.ClCCl
* charge: 0
* electronic energy: -239110.6377 eV
* HOMO-LUMO gap: 8.932 eV

Atom charges from the Löwdin analysis, given in e for atoms 1 to 99: 0.0888, 0.0868, 0.0739, 0.0975, 0.6096, 0.1096, 0.0783, -0.4314, 0.0854, -0.1059, 0.6086, 0.0688, -0.2275, 0.1346, 0.0488, 0.0881, 0.0643, 0.0575, 0.0770, 0.1018, -0.2009, 0.1324, 0.0912, 0.0856, 0.1422, 0.1009, -0.0483, 0.0440, 0.0587, -0.2023, -0.4218, 0.1375, 0.0840, -0.2091, 0.1298, -0.0362, -0.4184, 0.1220, -0.1202, -0.2058, -0.2379, -0.1021, 0.1361, 0.0848, 0.0728, -0.4251, 0.0622, 0.0514, -0.4204, 0.0625, 0.0786, 0.0856, 0.6277, 0.0766, -0.2048, 0.0254, 0.0354, -0.0572, 0.1101, 0.0745, 0.0795, 0.5317, 0.1055, -0.6644, 0.0774, 0.0744, 0.0991, -0.4475, -0.2419, 0.0509, 0.1365, 0.0622, 0.0598, -0.1789, -0.1753, 0.0489, 0.0876, 0.0634, 0.0921, 0.0854, 0.0775, 0.0758, -0.2010, -0.0389, 0.0678, -0.2060, 0.0854, 0.0562, 0.0437, -0.1207, 0.0104, 0.0666, 0.0606, 0.0520, -0.1004, 0.0441, -0.1871, 0.0807, 0.0298